Record 1
Entry from OMol25: a single C4H5NO2 molecule (the ωB97M-V functional and the def2-TZVPD basis).

XYZ file:
```
12
Properties=species:S:1:pos:R:3:forces:R:3:mulliken_charge:R:1
H 0.331 -2.167 -0.365 -0.2 -0.1 -0.1 0.2421
N 0.688 -1.291 0.004 -0.3 0.0 -0.1 -0.5860
C -0.122 -0.324 -0.127 0.3 -0.2 -0.1 0.5742
C -1.506 -0.376 -0.725 0.0 0.0 0.1 -1.2159
C 0.455 0.968 0.372 -0.2 0.0 0.1 -0.0608
O 1.860 1.202 -0.123 0.2 0.1 0.1 -0.3590
C 1.692 0.805 1.128 0.3 0.1 0.5 0.5576
O 2.332 0.508 2.084 -0.4 0.4 -0.6 -0.5104
H -1.464 -0.231 -1.813 0.1 0.0 0.2 0.2731
H -1.947 -1.356 -0.524 0.0 0.1 -0.1 0.3677
H -2.169 0.390 -0.311 0.2 -0.1 0.0 0.3440
H -0.151 1.873 0.399 0.2 -0.2 0.0 0.3735
```
Positions in Å, forces in eV/Å.

Computed properties:
- largest force on an atom (Eh/bohr) = 0.0145
- DFT total energy (hartree) = -360.59362
- net charge = 0
- energy above the lowest of the compared OMol25 structures with the same formula, charge and spin (kJ/mol) = 199.0

Record 2
Entry from OMol25: C31H36GaGe2N4O2S as an isolated structure at a distorted geometry (the ωB97M-V functional and the def2-TZVPD basis).

XYZ file:
```
77
Properties=species:S:1:pos:R:3:forces:R:3:lowdin_spin:R:1
Ga -0.657 0.697 -0.701 -1.5 -12.0 -2.7 0.0102
N -4.743 0.518 6.069 -0.1 0.5 -0.5 0.0009
C -3.897 1.059 5.085 0.5 -0.7 0.4 0.0013
C -3.181 2.231 5.348 0.4 0.4 -0.6 -0.0007
C -2.252 2.712 4.425 0.0 -0.1 0.0 0.0018
C -2.002 1.992 3.254 0.1 -0.7 -0.9 0.0062
C -2.658 0.791 3.003 -0.2 0.0 0.7 0.0024
C -3.589 0.319 3.935 0.2 0.4 -0.4 0.0008
S -0.757 2.653 2.102 -7.9 3.6 0.3 0.0284
O -1.088 4.079 2.153 1.5 -1.2 -0.6 0.0169
O 0.459 2.261 2.818 -1.7 5.6 6.3 0.3031
N -0.991 1.955 0.678 -0.3 3.4 1.6 -0.0021
C -0.245 2.434 -0.453 3.5 6.9 -0.3 -0.0020
N 0.895 3.080 -0.153 -0.2 1.3 -0.8 0.0022
C 1.636 3.587 -1.155 -0.5 0.4 1.6 0.0025
C 1.329 3.471 -2.489 -0.4 0.0 -0.4 -0.0018
C 0.184 2.776 -2.776 -0.1 -0.4 0.4 0.0018
N -0.612 2.247 -1.836 -1.3 2.0 2.5 -0.0012
H -5.141 1.232 6.671 0.0 -0.3 -0.1 0.0001
H -5.446 -0.100 5.680 0.1 0.1 0.3 0.0000
H -3.336 2.782 6.270 -0.1 -0.1 -0.1 -0.0001
H -1.701 3.629 4.619 -0.2 -0.1 0.0 0.0001
H -2.434 0.212 2.113 -0.1 0.2 0.1 0.0000
H -4.070 -0.637 3.754 0.0 0.1 0.0 0.0001
H 2.523 4.118 -0.826 -0.4 0.1 -0.2 0.0002
H 1.953 3.898 -3.258 0.0 0.0 0.0 -0.0001
H -0.144 2.622 -3.797 -0.1 -0.1 0.0 0.0000
C -3.187 -0.419 -3.271 -0.2 0.3 -0.5 0.0004
Ge -2.813 -1.502 -1.702 0.3 0.0 0.4 0.0003
C -1.366 -2.738 -2.098 -1.2 0.1 0.0 0.0012
C -4.404 -2.504 -1.213 -0.6 -0.3 0.0 0.0000
C -2.296 -0.349 -0.225 -0.6 0.1 0.3 0.0017
H -3.483 -1.079 -4.112 0.1 0.5 0.4 0.0000
H -2.279 0.153 -3.550 -0.5 -0.3 0.1 0.0003
H -4.014 0.286 -3.044 0.4 -0.3 -0.3 0.0000
H -1.664 -3.396 -2.940 0.2 0.2 0.4 0.0001
H -1.154 -3.357 -1.202 0.1 0.2 -0.5 0.0001
H -0.458 -2.166 -2.377 -3.1 -0.6 0.5 0.0007
H -4.699 -3.162 -2.056 0.0 0.3 0.5 0.0000
H -5.230 -1.799 -0.987 0.3 -0.5 -0.1 0.0000
H -4.190 -3.123 -0.317 -0.2 0.3 -0.5 0.0000
H -2.086 -0.970 0.670 -0.2 0.2 -0.4 0.0005
H -3.125 0.353 0.001 0.3 -0.4 0.1 -0.0001
C 1.344 1.076 1.928 3.7 -6.5 -0.2 0.3389
Ge 1.607 0.284 0.167 -0.8 -0.7 -1.6 0.1052
C 3.008 1.214 -0.786 0.9 -0.1 0.2 0.0114
C 3.686 2.280 -0.176 0.9 -0.6 -0.7 0.0020
C 4.700 2.955 -0.862 0.0 -0.4 -0.2 -0.0005
C 5.042 2.570 -2.162 -0.3 -0.1 0.3 0.0015
C 4.371 1.510 -2.775 -0.3 0.1 0.4 0.0000
C 3.356 0.833 -2.090 0.6 0.6 0.2 0.0044
C 2.037 -1.603 0.315 0.9 -0.2 1.6 0.0309
C 2.613 -2.047 1.514 -0.6 0.5 -1.3 0.0048
C 2.961 -3.386 1.686 0.0 -1.3 -0.7 0.0002
C 2.740 -4.306 0.664 0.5 0.9 1.6 -0.0005
C 2.161 -3.894 -0.544 -0.1 -0.4 -0.2 0.0017
C 1.936 -4.829 -1.567 -0.6 0.2 -1.3 0.0002
C 1.353 -4.428 -2.769 0.5 -0.3 0.8 0.0000
C 0.985 -3.097 -2.959 2.1 0.2 0.4 -0.0003
C 1.202 -2.154 -1.951 2.4 -1.3 -1.0 0.0020
C 1.798 -2.532 -0.730 -0.2 0.1 -0.3 0.0070
H 2.284 1.016 2.513 -0.7 0.2 0.0 0.0109
H 0.540 0.529 2.461 1.3 -1.3 -1.1 0.0123
H 1.051 2.140 1.814 3.0 0.5 -3.4 0.0736
H 3.434 2.591 0.829 -0.1 0.0 0.1 0.0000
H 5.221 3.777 -0.387 0.0 0.0 0.0 0.0000
H 5.827 3.094 -2.692 0.0 0.0 0.0 0.0001
H 4.636 1.211 -3.781 0.0 0.0 0.0 0.0000
H 2.850 0.016 -2.581 -0.1 -0.2 0.0 0.0005
H 2.801 -1.354 2.322 0.0 0.1 0.0 0.0020
H 3.407 -3.711 2.617 0.0 0.0 0.0 0.0000
H 3.020 -5.342 0.819 -0.1 0.0 -0.1 0.0000
H 2.211 -5.869 -1.436 0.0 0.1 0.1 0.0001
H 1.181 -5.153 -3.554 0.0 0.0 0.0 0.0000
H 0.528 -2.793 -3.892 0.1 0.0 0.0 0.0000
H 0.893 -1.136 -2.141 0.3 0.0 0.2 0.0021
H -0.371 -0.309 -1.925 0.1 0.8 -0.9 0.0134
```
Positions in Å, forces in eV/Å.

Computed properties:
- largest force on an atom (Eh/bohr) = 0.2410
- DFT total energy (hartree) = -8048.66763
- net charge = 0
- multiplicity = 2

Record 3
Entry from OMol25: C8H8BF4O6Tl as an isolated structure at a distorted geometry (the ωB97M-V functional and the def2-TZVPD basis).

XYZ file:
```
28
Properties=species:S:1:pos:R:3:forces:R:3:mulliken_charge:R:1
Tl 13.710 -11.750 14.432 -0.4 0.6 -0.5 0.9174
C 16.345 -16.257 14.893 -2.2 1.6 0.0 -0.4196
C 17.596 -16.659 14.528 4.4 -4.7 0.7 0.2683
C 18.433 -15.799 13.560 5.9 -1.7 -1.6 0.3672
O 19.678 -16.056 13.172 -5.2 0.1 2.1 -0.4775
C 17.966 -14.588 13.064 -2.2 1.1 1.2 -0.2101
C 16.673 -14.100 13.536 -1.3 1.4 0.1 0.5323
C 15.773 -15.020 14.412 -1.9 1.6 0.4 0.4205
O 14.644 -14.579 14.748 2.7 -1.4 -0.8 -0.4962
O 16.275 -12.949 13.330 0.8 -1.6 0.1 -0.4376
O 18.064 -17.777 15.005 -1.3 4.1 -1.9 -0.5189
H 15.765 -16.854 15.582 0.0 -0.1 0.1 0.4982
H 18.554 -13.869 12.513 0.3 -0.4 -0.3 0.4992
B 12.215 -8.022 13.882 -0.3 0.6 -0.4 0.5291
F 12.646 -6.739 14.174 0.1 0.2 -0.3 -0.3500
F 13.275 -8.912 14.154 0.8 -1.0 0.1 -0.3576
F 11.127 -8.349 14.635 -1.0 -0.6 1.3 -0.3873
F 11.776 -8.184 12.548 0.5 0.1 -0.7 -0.4234
C 12.442 -13.014 10.975 0.7 0.1 -0.4 -0.4942
C 12.193 -11.522 10.887 -0.8 -0.8 0.0 -0.4867
O 11.981 -10.989 12.171 0.2 -0.4 0.3 -0.3986
O 13.524 -13.325 11.859 0.1 0.2 0.3 -0.3983
H 12.767 -13.355 9.992 -0.4 0.0 -0.3 0.3385
H 11.577 -13.592 11.302 -0.3 0.3 -0.1 0.3363
H 11.251 -11.444 10.345 0.0 0.1 -0.4 0.3606
H 12.956 -10.982 10.327 0.3 -0.1 0.1 0.3121
H 11.308 -10.314 12.059 0.2 0.7 0.6 0.2272
H 13.739 -14.233 11.634 0.3 -0.1 0.3 0.2490
```
Positions in Å, forces in eV/Å.

Computed properties:
- largest force on an atom (Eh/bohr) = 0.1254
- DFT total energy (hartree) = -1357.89842
- net charge = 0
- energy above the lowest of the compared OMol25 structures with the same formula, charge and spin (kJ/mol) = 0.0

Please write out number 1 again, unchanged.
Entry from OMol25: a single C4H5NO2 molecule (the ωB97M-V functional and the def2-TZVPD basis).

XYZ file:
```
12
Properties=species:S:1:pos:R:3:forces:R:3:mulliken_charge:R:1
H 0.331 -2.167 -0.365 -0.2 -0.1 -0.1 0.2421
N 0.688 -1.291 0.004 -0.3 0.0 -0.1 -0.5860
C -0.122 -0.324 -0.127 0.3 -0.2 -0.1 0.5742
C -1.506 -0.376 -0.725 0.0 0.0 0.1 -1.2159
C 0.455 0.968 0.372 -0.2 0.0 0.1 -0.0608
O 1.860 1.202 -0.123 0.2 0.1 0.1 -0.3590
C 1.692 0.805 1.128 0.3 0.1 0.5 0.5576
O 2.332 0.508 2.084 -0.4 0.4 -0.6 -0.5104
H -1.464 -0.231 -1.813 0.1 0.0 0.2 0.2731
H -1.947 -1.356 -0.524 0.0 0.1 -0.1 0.3677
H -2.169 0.390 -0.311 0.2 -0.1 0.0 0.3440
H -0.151 1.873 0.399 0.2 -0.2 0.0 0.3735
```
Positions in Å, forces in eV/Å.

Computed properties:
- largest force on an atom (Eh/bohr) = 0.0145
- DFT total energy (hartree) = -360.59362
- net charge = 0
- energy above the lowest of the compared OMol25 structures with the same formula, charge and spin (kJ/mol) = 199.0

> Among the records above, which one has the lowest largest force on an atom?

C4H5NO2

> The lowest largest force on an atom belongs to which entry?

C4H5NO2

> Among the records above, which one has the lowest DFT total energy?

C31H36GaGe2N4O2S